Entry from the Open Molecules 2025 dataset: C43H59AsMoN6SSe3Si2Te2 as an isolated structure (wB97M-V/def2-TZVPD).

Summary:
molar mass = 1411.2 g/mol
energy = -13024.04517 Ha
⟨S²⟩ = 2.0573
gap between HOMO and LUMO (spin up / spin down) = 5.5 / 5.4 eV
E_LUMO (spin up / spin down) = -0.638 / -0.683 eV

```
! wB97M-V def2-TZVPD RIJCOSX def2/J DEFGRID3
* xyz 0 3
Mo 0.43491 0.19921 0.45445
C 4.39169 5.58827 0.52096
C 3.90081 4.16803 0.47573
C 4.18821 3.27036 1.49921
C 3.72102 1.96592 1.46421
C 2.93989 1.51715 0.40544
N 2.52703 0.18027 0.25157
C 3.43831 -0.63638 -0.37693
C 4.74868 -0.19134 -0.64944
C 5.69675 -0.97891 -1.26800
C 5.39450 -2.26458 -1.69412
C 6.40616 -3.14616 -2.37403
C 4.10254 -2.70587 -1.47068
C 3.14121 -1.93518 -0.82437
N 1.85769 -2.54058 -0.63145
C 1.59993 -3.86010 -0.73368
C 0.28163 -4.07823 -0.42782
C -0.21702 -2.82015 -0.12598
N 0.73196 -1.88836 -0.24403
C 2.61726 2.43543 -0.59332
C 3.09507 3.73466 -0.57311
N 1.81377 2.00023 -1.68904
C 1.93490 2.35578 -2.98262
C 1.01799 1.64287 -3.70882
C 0.36033 0.84439 -2.76535
N 0.84310 1.05222 -1.55019
H 5.07337 5.74026 1.35588
H 3.55942 6.28377 0.64074
H 4.91445 5.85693 -0.39800
H 4.79836 3.59490 2.33274
H 3.97694 1.25802 2.24201
H 5.02911 0.80900 -0.35593
H 6.68756 -0.57389 -1.43555
H 7.36271 -2.63437 -2.47081
H 6.08014 -3.43416 -3.37497
H 6.57725 -4.06359 -1.80830
H 3.84155 -3.68568 -1.84132
H 2.36530 -4.56310 -0.99566
H -0.24685 -5.01272 -0.39711
H -1.21217 -2.55680 0.19545
H 2.81588 4.42529 -1.35964
H 2.67767 3.07253 -3.28493
H 0.84485 1.68415 -4.76798
H -0.42692 0.12942 -2.91308
Se -0.25286 -1.10986 2.66432
Se -2.51901 -0.75723 3.21616
Te -2.76048 -3.25285 2.81907
Se -2.17518 -0.02719 -0.06618
C 3.06460 -2.18865 4.51609
As 2.73304 -2.84712 2.70045
C 1.75128 -4.46408 3.21217
C 4.47685 -3.70546 2.41461
S 0.93726 0.70493 2.77566
H 3.41042 -2.99855 5.15929
H 2.14231 -1.77379 4.92416
H 3.81558 -1.39890 4.48944
H 2.28378 -4.99980 3.99909
H 1.64272 -5.11262 2.34254
H 0.75229 -4.19576 3.56089
H 4.75968 -4.30693 3.27894
H 5.23766 -2.94648 2.23157
H 4.41936 -4.34690 1.53419
C -3.34010 -2.81360 -4.53020
C -2.26359 -2.86720 -3.66119
C -2.00866 -1.82034 -2.78609
C -2.83390 -0.69978 -2.75424
C -3.93567 -0.66197 -3.61716
C -4.17374 -1.70123 -4.49751
N -2.59807 0.36038 -1.85744
C -3.03415 1.65601 -2.22158
C -2.68175 2.18432 -3.46459
C -3.10828 3.44585 -3.84560
C -3.89652 4.20922 -2.99483
C -4.25653 3.68399 -1.76230
C -3.83187 2.42216 -1.37593
H -3.53826 -3.62777 -5.21337
H -1.60787 -3.72879 -3.65538
H -1.17048 -1.87861 -2.10595
H -4.60750 0.18476 -3.58588
H -5.03416 -1.65037 -5.15215
H -2.08409 1.58897 -4.14287
H -2.82171 3.83305 -4.81515
H -4.23384 5.19280 -3.29272
H -4.89019 4.25485 -1.09550
H -4.13069 2.01478 -0.41833
C 0.82955 3.89919 4.07754
Si -0.98870 3.43261 4.13780
C -1.91424 4.96563 4.69543
C -1.30580 2.11558 5.41142
C -1.82979 2.97645 2.49009
Te -0.82637 2.82090 0.63294
C 0.24033 4.68277 0.92580
Si -0.29656 5.93032 -0.37212
C 0.76058 7.46506 -0.24020
C -2.07854 6.35572 -0.02488
C -0.12529 5.22168 -2.09396
H 1.30773 3.55577 4.99764
H 0.94952 4.98327 4.02489
H 1.37492 3.46000 3.24360
H -1.52414 5.31714 5.65313
H -2.97901 4.76367 4.82571
H -1.81465 5.78360 3.97738
H -0.95524 2.46399 6.38603
H -0.80755 1.17250 5.18898
H -2.37490 1.90963 5.49447
H -2.57325 3.75056 2.28050
H -2.38006 2.03639 2.59591
H 1.31214 4.50566 0.93891
H -0.05037 5.03419 1.91461
H 0.73853 7.88435 0.76726
H 0.40428 8.23510 -0.92751
H 1.80038 7.25410 -0.49531
H -2.18399 6.83073 0.95304
H -2.69506 5.45394 -0.03449
H -2.48301 7.03671 -0.77568
H 0.91909 5.18514 -2.41155
H -0.66240 5.84749 -2.81008
H -0.54729 4.21667 -2.17977
*
```

Löwdin atomic charge list, values in e, 4 entries:
1 Mo 0.802
2 C -0.034
3 C -0.270
4 C -0.022

---

Entry from the Open Molecules 2025 dataset: C27H50Cl34F10GaO2S as an isolated structure at a distorted geometry (wB97M-V/def2-TZVPD).

Summary:
molar mass = 1903.9 g/mol
energy = -20177.37238 Ha
gap between HOMO and LUMO = 6.6 eV
E_LUMO = 1.257 eV

```
! wB97M-V def2-TZVPD RIJCOSX def2/J DEFGRID3
* xyz -1 1
C 3.67461 -2.69166 2.10059
C 4.71423 -1.87442 1.35234
F 4.37286 -2.01943 -0.03394
Ga 4.68765 0.13635 1.83071
C 3.68162 0.48459 3.60613
C 2.17372 0.67935 3.31575
C 1.22197 0.13766 4.41724
C 0.22873 -0.91704 3.92762
C -1.16563 -0.43295 3.57426
F -2.13313 -1.39407 3.82122
F -1.51832 0.63740 4.37977
C -1.40907 0.11805 2.14201
F -2.72018 0.52115 2.06141
F -0.61268 1.23454 1.97609
S -1.05551 -1.04719 0.68900
F -1.18038 0.20749 -0.30639
F -2.61683 -1.33619 0.47947
F -0.96637 -2.31097 1.64628
F 0.49552 -0.78151 0.83583
F -0.75323 -1.98888 -0.55163
C 3.72654 1.02312 0.24729
C 4.05954 2.44742 0.08211
O 4.95023 2.89220 -0.64325
O 3.31874 3.33629 0.84716
H 3.79581 -2.56221 3.17033
H 2.68678 -2.31528 1.82538
H 3.71653 -3.74753 1.82277
H 5.70185 -2.31731 1.48100
H 6.20278 0.65853 2.00011
H 3.82890 -0.35340 4.28761
H 4.11847 1.37271 4.05667
H 2.01323 1.75404 3.25353
H 1.97012 0.19720 2.36383
H 0.76045 0.98113 4.92047
H 1.84416 -0.35027 5.16386
H 0.09331 -1.67460 4.70510
H 0.68771 -1.44088 3.09301
H 2.64181 0.92181 0.31540
H 4.03652 0.47489 -0.63567
H 2.41620 3.01672 0.85518
C 2.30994 -5.01051 6.81275
Cl 1.96119 -3.28517 6.91872
Cl 3.98020 -5.35975 6.33674
H 2.13789 -5.44884 7.78806
H 1.65038 -5.44910 6.07448
C 4.53246 -7.20076 2.53104
Cl 5.67257 -5.99259 1.93140
Cl 2.96116 -6.49027 2.91818
H 4.39244 -7.95474 1.76618
H 4.94007 -7.64325 3.43212
C 4.92298 6.29401 1.11505
Cl 5.92903 7.39288 0.15512
Cl 3.47418 7.10281 1.73434
H 4.61896 5.46010 0.49227
H 5.50627 5.94393 1.95665
C -5.53475 1.11529 4.04377
Cl -5.83246 2.69373 3.30347
Cl -6.99559 0.12070 4.10624
H -4.78692 0.59775 3.45614
H -5.18227 1.27535 5.05494
C 0.79335 1.03717 -2.69130
Cl 2.24963 1.95338 -2.33514
Cl -0.15553 1.75988 -4.01110
H 1.08105 0.03429 -2.98722
H 0.17200 1.00699 -1.80536
C -2.06386 5.27279 -3.73832
Cl -0.60374 6.19337 -3.36413
Cl -3.01260 6.02365 -5.03280
H -1.77418 4.27714 -4.05321
H -2.67615 5.22756 -2.84649
C -3.10370 0.05596 -5.69192
Cl -3.28212 1.79804 -5.93067
Cl -1.62946 -0.56218 -6.44773
H -3.05632 -0.14642 -4.62873
H -3.95511 -0.44272 -6.13898
C -3.02372 -1.99533 7.46284
Cl -3.29451 -2.99295 8.90240
Cl -1.39970 -2.20593 6.81274
H -3.74415 -2.28034 6.70569
H -3.15150 -0.95369 7.73665
C -7.24983 5.88964 1.41496
Cl -6.68714 5.79208 -0.25704
Cl -7.03878 7.50944 2.09095
H -8.30293 5.63972 1.43993
H -6.68185 5.18941 2.01305
C -0.87407 -4.44613 4.04348
Cl -1.09350 -5.61764 5.34852
Cl 0.79298 -4.44490 3.47913
H -1.54986 -4.67324 3.22784
H -1.08962 -3.46514 4.44711
C -0.68926 1.56171 -8.83373
Cl 0.87026 2.37953 -8.79028
Cl -1.80543 2.26078 -10.02169
H -0.53140 0.52273 -9.09445
H -1.14220 1.64187 -7.85440
C -3.43419 -0.94933 -10.94233
Cl -5.06435 -1.62749 -11.02788
Cl -2.54891 -1.53188 -9.52612
H -2.88969 -1.24342 -11.83069
H -3.50620 0.12856 -10.87494
C 4.01065 1.30496 -5.75942
Cl 2.40287 0.66485 -6.14113
Cl 4.70763 0.51717 -4.34941
H 4.66233 1.15268 -6.61083
H 3.90315 2.36144 -5.54282
C -1.69274 -0.15441 10.55923
Cl -0.49283 0.66152 9.55234
Cl -3.10675 0.86657 10.86749
H -2.02869 -1.04200 10.03916
H -1.23723 -0.41024 11.50753
C -1.26032 -4.21935 -7.56500
Cl -1.91140 -5.82456 -7.21549
Cl 0.37619 -3.99560 -6.94475
H -1.24739 -4.08069 -8.63944
H -1.90264 -3.48479 -7.09486
C 3.37280 7.13657 -3.25245
Cl 3.37297 6.00276 -1.90540
Cl 4.92620 7.17274 -4.10330
H 2.60493 6.83624 -3.95546
H 3.17024 8.12946 -2.86947
C -5.74330 -4.74480 -6.23773
Cl -4.69430 -3.78175 -7.28184
Cl -7.10565 -3.80691 -5.61369
H -6.13059 -5.57492 -6.81479
H -5.15682 -5.10238 -5.40043
*
```

Löwdin atomic charge list, values in e, 4 entries:
1 C -0.149
2 C -0.398
3 F -0.153
4 Ga 0.491

---

Q: What is the formula in the first record?
A: C43H59AsMoN6SSe3Si2Te2

---

Q: What is the molar mass in the first record?
A: 1411.2 g/mol

---

Q: Among the records above, which one has the highest molar mass?
A: C27H50Cl34F10GaO2S

---

Q: Which value of molar mass does entry 2 give?
A: 1903.9 g/mol